Entry from the Open Molecules 2025 dataset: a structure of composition C38H52FeN2O2P2 (ωB97M-V/def2-TZVPD).

* energy: -100278.695 eV
* charge: +1
* 2S+1: 6
* energy above the lowest of the compared OMol25 structures with the same formula, charge and spin: 1.3191 eV
* HOMO-LUMO gap (spin up / spin down): 0.2373 / 0.1971 hartree
* <S²>: 8.784

Last column: Löwdin spin population.
Atoms and positions in Å:
Fe  -1.92  0.26  -1.51  3.63
C  -1.64  1.32  -3.45  0.09
C  -2.73  1.93  -2.74  0.09
C  -0.79  2.23  -1.49  0.14
C  -0.45  1.45  -2.66  0.10
C  -2.20  2.53  -1.55  0.15
C  -1.72  0.84  -4.86  0.01
H  -2.76  0.61  -5.11  0.00
H  -1.11  -0.07  -5.03  0.00
H  -1.36  1.62  -5.56  0.01
C  0.94  1.03  -3.02  0.01
H  0.91  0.07  -3.56  0.00
H  1.58  0.90  -2.13  0.00
H  1.42  1.78  -3.67  0.00
C  0.17  2.73  -0.47  0.02
H  0.31  3.81  -0.56  0.01
H  1.14  2.23  -0.54  0.00
H  -0.22  2.54  0.53  0.00
C  -2.94  3.49  -0.68  0.02
H  -2.78  4.53  -1.00  0.01
H  -2.61  3.43  0.37  0.00
H  -4.01  3.29  -0.72  0.00
C  -4.11  2.15  -3.27  0.02
H  -4.15  3.07  -3.87  0.01
H  -4.83  2.24  -2.45  0.00
H  -4.42  1.31  -3.92  0.00
C  -2.58  -4.01  -0.55  0.00
C  -3.41  -3.69  -1.57  0.00
C  -4.90  -3.61  -1.46  0.00
C  -5.43  -2.85  -0.21  0.00
C  -4.51  -1.77  0.27  0.01
C  -3.71  -1.95  1.33  0.00
C  -3.30  -3.30  1.88  0.00
C  -3.00  -4.42  0.85  0.00
H  -5.38  -4.61  -1.49  0.00
H  -5.64  -3.58  0.59  0.00
H  -5.29  -3.09  -2.36  0.00
H  -3.84  -5.13  0.82  0.00
H  -1.52  -4.26  -0.76  0.00
H  -3.07  -3.73  -2.60  0.00
H  -2.15  -4.99  1.27  0.00
H  -2.39  -3.14  2.49  0.00
H  -3.49  -1.18  2.09  0.00
H  -4.04  -3.68  2.62  0.00
H  -6.41  -2.42  -0.47  0.00
H  -4.62  -0.81  -0.25  0.01
P  -0.08  -1.19  -1.17  0.22
C  1.40  -2.24  -1.17  0.06
C  -1.04  -1.86  -2.58  0.06
P  -2.19  0.15  0.76  0.11
C  -1.13  -1.54  0.30  0.09
C  -3.71  1.04  1.37  0.02
C  -1.04  0.70  2.07  0.01
H  2.27  -1.56  -1.05  0.00
H  1.46  -2.78  -2.13  0.00
H  1.40  -2.95  -0.33  0.01
H  -1.39  -2.85  -2.27  0.01
H  -0.37  -1.97  -3.44  0.00
H  -1.92  -1.24  -2.86  0.02
H  -1.62  1.02  2.96  0.00
H  -0.41  1.54  1.75  0.00
H  -0.35  -0.11  2.37  0.00
H  -0.51  -1.79  1.18  0.01
H  -1.84  -2.35  0.10  0.00
H  -3.48  2.10  1.58  0.00
H  -4.10  0.61  2.32  0.00
H  -4.51  1.00  0.61  0.00
O  1.42  -1.66  2.65  0.00
C  2.23  -0.90  2.11  0.00
N  3.52  -0.63  2.58  0.00
C  4.13  0.46  1.87  0.00
C  3.15  0.51  0.64  0.00
O  3.40  1.12  -0.41  0.00
N  2.04  -0.20  0.93  0.01
C  3.93  1.81  2.56  0.00
C  4.24  2.97  1.83  0.00
C  4.04  4.23  2.38  0.00
C  3.51  4.35  3.67  0.00
C  3.18  3.20  4.39  0.00
C  3.39  1.93  3.84  0.00
C  5.58  0.14  1.47  0.00
C  6.66  0.95  1.85  0.00
C  7.95  0.64  1.40  0.00
C  8.18  -0.50  0.62  0.00
C  7.10  -1.34  0.30  0.00
C  5.81  -1.02  0.74  0.00
H  3.83  -1.02  3.47  0.00
H  4.62  2.86  0.81  0.00
H  4.29  5.12  1.80  0.00
H  3.35  5.34  4.10  0.00
H  2.75  3.28  5.39  0.00
H  3.13  1.03  4.41  0.00
H  6.51  1.82  2.49  0.00
H  8.78  1.30  1.67  0.00
H  9.18  -0.73  0.26  0.00
H  7.26  -2.24  -0.28  0.00
H  4.98  -1.69  0.51  0.00